2 unconnected molecules or ions with the total composition C21H23F2 in a non-equilibrium geometry. Source: the Open Molecules 2025 dataset; level of theory: the ωB97M-V functional and the def2-TZVPD basis.

Output
Frontier orbital gap: 5.76 eV
Multiplicity: 1
Energy above the lowest of the compared OMol25 structures with the same formula, charge and spin: 123.91 kJ/mol
LUMO: -0.2125 hartree
Total charge: +1

```
46
Properties=species:S:1:pos:R:3:forces:R:3:nbo_charge:R:1
C -8.7362 4.6567 -0.9476 -0.01 -0.49 -0.26 -0.704
C -9.2094 5.4854 -2.1051 2.26 0.09 -0.35 0.352
H -5.5791 5.5411 -3.5534 -0.94 -0.03 0.41 0.225
C -9.1443 6.9219 -2.0720 0.08 0.47 0.30 -0.364
C -8.0769 7.5756 -1.5257 -0.38 -0.70 -0.32 0.051
C -7.9273 9.0444 -1.4028 0.26 -0.06 -0.21 -0.688
C -9.4410 4.8526 -3.3449 -0.46 0.13 0.11 -0.349
C -9.4928 5.5857 -4.4982 -0.18 -0.40 0.04 0.122
C -10.0070 5.0546 -5.7727 0.41 0.09 -0.46 -0.700
H -9.5856 4.3997 -0.2841 0.32 0.17 -0.24 0.286
H -8.2980 3.7173 -1.3293 -0.39 0.25 0.16 0.251
H -7.9549 5.1286 -0.3308 -0.50 0.31 -0.22 0.266
H -9.8724 7.4817 -2.6723 0.12 -0.11 0.65 0.246
H -7.1856 6.9875 -1.2947 -0.33 -0.09 0.58 0.221
H -6.9325 9.2615 -0.9995 -0.36 0.21 -0.08 0.246
H -8.0247 9.4984 -2.3946 -0.02 0.19 0.17 0.251
H -8.7128 9.4477 -0.7500 0.21 -0.02 -0.17 0.262
H -9.5064 3.7629 -3.3702 -0.37 0.28 -0.09 0.249
H -9.0998 6.6020 -4.5519 -0.36 -0.08 0.47 0.216
H -9.7789 5.7672 -6.5759 -0.20 -0.45 0.06 0.243
H -9.5266 4.0863 -5.9724 -0.30 0.11 -0.12 0.264
H -11.1008 4.9060 -5.7107 0.43 -0.01 0.00 0.275
F -4.9438 5.0311 2.0732 0.20 0.12 -1.09 -0.328
C -4.5862 5.5468 0.8497 -0.46 -0.12 0.58 0.415
C -3.8998 6.7533 0.8629 0.10 -0.31 -0.47 -0.287
C -3.5698 7.2746 -0.3901 -0.21 0.07 0.09 -0.178
C -3.9389 6.6135 -1.5544 0.18 0.02 -0.15 -0.236
C -4.6464 5.4034 -1.5645 -0.14 0.13 -0.11 0.004
C -4.9429 4.8664 -2.9853 0.95 -0.71 0.53 -0.457
C -5.3035 3.3878 -3.2589 -0.04 0.02 -0.04 -0.016
C -5.3387 3.0671 -4.6207 0.13 -0.08 -0.18 -0.235
C -5.5812 1.7814 -5.0909 -0.23 -0.01 0.04 -0.177
C -5.8873 0.7383 -4.2123 0.37 0.45 0.17 -0.285
C -5.8587 1.0665 -2.8629 -0.46 -0.33 0.37 0.397
F -6.2341 0.0796 -1.9839 0.53 0.86 -0.40 -0.328
C -5.5437 2.3409 -2.3482 -0.17 -0.10 -0.51 -0.263
C -4.9930 4.8597 -0.3125 0.15 0.44 0.17 -0.314
H -3.5861 7.2443 1.7895 -0.30 -0.34 -0.34 0.250
H -3.0413 8.2237 -0.4540 -0.01 -0.25 0.00 0.229
H -3.6284 7.0140 -2.5182 -0.05 0.09 0.21 0.214
H -4.0386 5.0759 -3.5887 0.09 -0.46 0.56 0.245
H -5.0947 3.8605 -5.3260 -0.11 -0.20 -0.02 0.209
H -5.5589 1.5869 -6.1604 0.02 0.05 0.17 0.226
H -6.0803 -0.2820 -4.5663 0.00 0.54 0.34 0.249
H -5.4893 2.4670 -1.2708 -0.06 -0.19 -0.35 0.220
H -5.5638 3.9405 -0.1824 0.24 0.39 0.00 0.226
```
Positions in Å, forces in eV/Å.

***

C5H8N2O in the gas phase in a non-equilibrium geometry. Source: the Open Molecules 2025 dataset; level of theory: the ωB97M-V functional and the def2-TZVPD basis.

Output
Frontier orbital gap (alpha / beta): 7.30 / 7.31 eV
Multiplicity: 1
Energy above the lowest of the compared OMol25 structures with the same formula, charge and spin: 595.76 kJ/mol
LUMO (alpha / beta): 0.0110 / 0.0111 hartree
Total charge: 0

```
16
Properties=species:S:1:pos:R:3:forces:R:3:nbo_charge:R:1
C -1.1145 -1.6636 -0.4168 0.03 -0.07 -0.08 -0.636
N 0.3930 1.4391 0.6733 -1.06 0.07 0.15 -0.215
C -0.0641 0.6604 -0.2933 0.45 -0.24 0.16 0.308
C 0.0098 -0.7388 -0.0575 0.09 0.47 -0.28 -0.115
N -0.6133 1.1486 -1.4658 -0.13 0.19 0.14 -0.823
C 1.2386 -0.3411 1.6463 0.51 -0.47 -0.67 0.051
C 1.1036 -1.2763 0.7584 -0.15 0.44 0.47 -0.303
O 0.5735 2.7917 0.1989 0.48 -0.34 -0.13 -0.621
H 0.7432 3.2759 1.0147 -0.14 -0.11 -0.08 0.476
H -0.3858 0.6530 -2.3140 0.04 0.06 0.19 0.387
H -0.5776 2.1553 -1.5499 0.01 -0.15 0.01 0.403
H 1.4199 -0.0818 2.6701 -0.02 0.10 -0.03 0.214
H 1.4995 -2.2864 0.6525 -0.16 0.02 0.16 0.218
H -0.7405 -2.5292 -0.9766 -0.06 -0.01 0.03 0.207
H -1.6161 -2.0525 0.4766 0.04 0.03 -0.04 0.218
H -1.8691 -1.1543 -1.0168 0.06 0.00 0.01 0.231
```
Positions in Å, forces in eV/Å.

***

C5H8O2 in the gas phase. Source: the Open Molecules 2025 dataset; level of theory: the ωB97M-V functional and the def2-TZVPD basis.

Output
Frontier orbital gap: 10.89 eV
Multiplicity: 1
Energy above the lowest of the compared OMol25 structures with the same formula, charge and spin: 127.59 kJ/mol
LUMO: 0.0347 hartree
Total charge: 0

```
15
Properties=species:S:1:pos:R:3:forces:R:3:nbo_charge:R:1
O 2.1036 0.1567 1.2813 0.13 -0.17 -0.17 -0.696
C 0.7837 0.5214 0.9913 -0.24 0.18 0.06 0.109
C 0.4187 0.9673 -0.4394 0.10 0.11 -0.07 -0.431
C -0.8842 0.1515 -0.3353 -0.10 0.04 -0.13 -0.338
C -1.2178 -0.7776 -1.4699 0.21 -0.08 -0.15 0.451
O -0.4342 -1.1093 -2.3287 -0.33 0.16 0.33 -0.526
C -0.2948 -0.5819 0.9092 -0.01 -0.17 0.15 -0.411
H 2.3983 -0.4524 0.5912 0.03 0.08 0.14 0.464
H 0.5181 1.2810 1.7322 -0.01 -0.09 -0.10 0.178
H 1.0849 0.5274 -1.1903 -0.08 0.02 0.12 0.226
H 0.3268 2.0409 -0.6238 0.03 -0.17 0.01 0.217
H -2.2431 -1.2061 -1.4496 0.11 0.03 -0.04 0.109
H -1.7610 0.7519 -0.0728 0.11 -0.10 -0.03 0.220
H 0.1514 -1.5447 0.6326 -0.05 0.14 0.01 0.210
H -0.9506 -0.7261 1.7719 0.12 0.02 -0.13 0.217
```
Positions in Å, forces in eV/Å.

***

A molecular structure, C2H4F3O4STl in a non-equilibrium geometry. Source: the Open Molecules 2025 dataset; level of theory: the ωB97M-V functional and the def2-TZVPD basis.

Output
Frontier orbital gap: 9.28 eV
Multiplicity: 1
Energy above the lowest of the compared OMol25 structures with the same formula, charge and spin: 162.50 kJ/mol
LUMO: -0.0229 hartree
Total charge: 0

```
15
Properties=species:S:1:pos:R:3:forces:R:3:nbo_charge:R:1
Tl 3.1323 -0.5690 1.2647 0.82 -0.39 0.47 0.894
O 1.3715 0.8712 0.9340 -2.97 1.56 1.87 -1.073
S 0.7914 0.3707 -0.6299 0.37 3.36 0.67 2.164
O 1.7991 -0.7415 -0.6913 -1.03 0.40 -0.15 -1.023
O 0.9972 1.6669 -1.3005 -0.42 -2.19 0.62 -0.898
C -0.3224 -0.3865 -1.9405 -0.91 -0.08 -0.40 0.794
F -0.7814 -1.5710 -1.5444 -0.12 -0.11 0.28 -0.321
F -1.3488 0.4031 -2.2439 0.24 -0.11 0.43 -0.300
F 0.3649 -0.5788 -3.0672 0.30 0.13 0.37 -0.306
H 0.3642 1.3634 1.4428 3.02 -2.14 -2.94 0.577
O -0.8971 0.7020 0.5884 0.70 -0.16 -1.00 -0.771
C -1.3113 -0.2174 1.5972 0.73 0.15 -0.53 -0.264
H -0.7614 -1.1681 1.5339 -0.47 -0.11 -0.23 0.172
H -1.0019 0.1829 2.5712 -0.56 0.00 0.14 0.157
H -2.3963 -0.3279 1.4855 0.29 -0.32 0.40 0.198
```
Positions in Å, forces in eV/Å.